ORCA calculation (ωB97M-V/def2-TZVPD) on a molecular structure, C52H61As3CoN6S2.

```
125
Properties=species:S:1:pos:R:3:forces:R:3:mulliken_charge:R:1
Co 0.7587 0.3738 -0.4868 -0.38 0.18 0.21 0.327
N 1.3530 -3.2095 -0.2155 0.21 0.07 -0.19 0.160
C 2.3914 -2.3717 -0.3662 0.22 -0.19 0.11 -0.602
N 2.3036 -1.0643 -0.4910 -0.62 0.62 0.19 2.508
C 3.5642 -0.4988 -0.6629 0.24 -0.33 0.07 -0.630
C 4.5956 -1.3684 -0.6060 -0.06 0.04 -0.03 -0.352
S 4.0199 -2.9753 -0.3762 -0.28 0.13 0.03 -0.204
C 3.6222 0.9043 -1.0276 0.21 0.34 -0.10 -0.942
C 4.7188 1.6750 -1.1927 0.03 -0.03 0.08 -0.627
S 4.2811 3.2133 -1.8306 -0.26 -0.13 0.01 -0.205
C 2.6166 2.7076 -1.8416 0.37 0.18 -0.02 0.236
N 2.4198 1.5025 -1.3716 -0.38 -0.03 -0.11 0.635
N 1.6529 3.5441 -2.2884 -0.02 -0.05 0.08 -0.150
H 0.4296 -2.8593 -0.4014 -0.19 -0.05 0.18 -0.376
H 1.5015 -4.2007 -0.3092 -0.09 -0.01 0.07 0.232
H 5.6460 -1.1801 -0.7500 -0.01 0.04 0.00 0.522
H 5.7524 1.4345 -1.0079 -0.02 -0.03 0.02 0.516
H 1.9251 4.3728 -2.7868 -0.06 0.01 -0.05 0.254
H 0.7334 3.1745 -2.4653 0.00 0.02 -0.05 -0.024
C -4.4446 -1.6083 0.4589 -0.18 -0.03 -0.08 -1.542
As -3.0989 -0.6054 -0.5657 -0.19 0.05 -0.07 1.076
C -4.3597 0.7059 -1.3287 -0.08 0.05 0.07 -1.481
C -3.0082 -1.6706 -2.2203 -0.05 0.06 0.12 0.269
C -4.1341 -2.3744 -2.6456 -0.03 -0.04 -0.01 -0.421
C -4.2017 -2.9349 -3.9099 0.03 -0.01 -0.01 -0.846
C -3.1271 -2.8026 -4.7783 -0.02 -0.01 0.03 -0.923
C -1.9813 -2.1562 -4.3509 0.14 0.02 -0.07 -1.061
C -1.9076 -1.5911 -3.0787 0.09 0.11 0.41 0.582
As -0.1826 -0.7810 -2.5828 0.32 0.04 -0.48 0.935
C 0.0479 0.4784 -4.0674 0.06 0.08 0.11 -1.285
C 1.0265 -2.1511 -3.2945 0.09 0.05 0.06 -1.209
H -5.4134 -1.6031 -0.0378 0.03 0.00 -0.07 0.640
H -4.5696 -1.1256 1.4282 -0.03 0.04 -0.11 0.369
H -4.1286 -2.6369 0.6297 -0.12 0.16 -0.02 0.362
H -5.3037 0.2091 -1.5490 0.01 0.00 -0.01 0.491
H -3.9750 1.1243 -2.2581 0.05 -0.03 0.01 0.341
H -4.5431 1.5166 -0.6230 0.03 -0.02 0.02 0.449
H -4.9810 -2.4817 -1.9801 -0.04 0.05 -0.03 0.404
H -5.0933 -3.4627 -4.2213 0.00 0.00 0.00 0.451
H -3.1772 -3.2071 -5.7801 0.02 -0.04 0.02 0.439
H -1.1362 -2.0979 -5.0255 -0.02 0.00 -0.02 0.237
H -0.1318 -0.0363 -5.0085 -0.02 -0.03 0.00 0.634
H 1.0753 0.8447 -4.0550 0.00 -0.02 0.03 0.411
H -0.6345 1.3236 -4.0001 0.00 -0.02 0.02 0.201
H 0.9856 -2.1542 -4.3815 -0.08 0.04 0.00 0.686
H 0.7674 -3.1438 -2.9341 -0.07 0.03 0.05 0.368
H 2.0466 -1.9148 -2.9955 -0.01 0.02 -0.01 0.283
C 1.9191 4.9809 4.8202 0.04 -0.08 -0.04 -1.575
C 2.9923 4.2586 3.9907 0.09 0.12 0.02 1.942
C 4.0129 3.6276 4.9395 -0.10 -0.02 -0.06 -2.051
C 3.7211 5.2635 3.0792 -0.05 -0.07 0.01 -1.556
C 2.3216 3.2238 3.1071 -0.02 -0.17 0.02 0.336
C 2.5455 1.8563 3.2191 -0.12 0.14 0.01 -1.138
C 1.9395 0.9906 2.3259 0.11 -0.21 0.01 -0.564
N 1.1357 1.3832 1.3454 0.27 -0.33 -0.65 1.007
C 0.8515 2.6939 1.2626 0.12 0.11 0.18 -0.080
C 1.4254 3.6203 2.1118 -0.09 -0.01 -0.06 -0.843
C -0.1253 3.0434 0.2157 -0.19 0.02 -0.08 -0.119
C -0.6531 4.3180 0.0594 -0.06 -0.04 0.02 -0.652
C -1.5803 4.5909 -0.9392 0.08 -0.09 0.11 0.251
C -1.9742 3.5054 -1.7279 0.04 0.01 0.01 -0.745
C -1.4215 2.2634 -1.5093 -0.15 0.03 -0.09 -1.881
N -0.4980 2.0254 -0.5755 0.66 -0.66 0.02 1.443
C -2.1539 5.9739 -1.1831 -0.07 0.14 -0.07 1.808
C -3.6852 5.9151 -1.0520 0.08 -0.04 0.03 -1.581
C -1.6110 7.0115 -0.1986 -0.04 -0.11 -0.05 -2.084
C -1.7831 6.4050 -2.6129 0.00 -0.03 0.07 -1.576
H 2.3837 5.7644 5.4189 -0.01 0.01 0.00 0.450
H 1.4239 4.2817 5.4958 -0.03 0.03 0.01 0.376
H 1.1607 5.4423 4.1864 0.00 0.03 0.02 0.331
H 4.4825 4.4119 5.5316 0.01 -0.01 0.01 0.461
H 4.7989 3.1034 4.3927 0.02 -0.01 0.03 0.387
H 3.5373 2.9326 5.6337 0.03 -0.02 0.01 0.386
H 4.3567 5.9132 3.6803 -0.03 0.03 0.00 0.459
H 3.0219 5.8958 2.5300 0.01 0.00 -0.01 0.338
H 4.3519 4.7416 2.3566 0.05 0.04 0.02 0.332
H 3.1864 1.4466 3.9859 0.01 -0.01 -0.03 0.700
H 2.1103 -0.0720 2.4044 0.06 -0.02 -0.08 -0.043
H 1.1847 4.6672 2.0017 0.01 0.01 -0.01 0.482
H -0.3373 5.1029 0.7273 0.02 0.01 -0.01 0.705
H -2.7138 3.6235 -2.5078 0.00 -0.04 0.00 0.738
H -1.7314 1.4150 -2.0998 0.00 0.03 -0.02 0.184
H -3.9809 5.5657 -0.0615 -0.02 -0.01 -0.01 0.356
H -4.1308 5.2604 -1.8016 -0.02 -0.01 0.02 0.356
H -4.0982 6.9132 -1.1962 -0.01 0.00 -0.01 0.473
H -1.8148 6.7304 0.8363 -0.01 0.04 0.01 0.462
H -2.1033 7.9658 -0.3803 0.03 0.02 -0.01 0.435
H -0.5369 7.1618 -0.3258 0.01 0.00 0.05 0.414
H -2.1393 5.6919 -3.3570 -0.01 0.02 -0.02 0.365
H -0.7010 6.5072 -2.7196 0.00 0.01 -0.02 0.329
H -2.2389 7.3705 -2.8318 0.02 0.01 -0.01 0.457
C -2.9644 0.0543 5.4033 -0.01 0.03 0.02 -0.661
C -1.6179 -0.0202 5.7259 0.03 0.07 0.00 -0.914
C -0.7163 -0.5897 4.8369 -0.02 -0.02 -0.10 -0.316
C -1.1624 -1.1234 3.6305 0.13 -0.02 0.09 0.209
C -2.5081 -1.0082 3.2957 0.10 -0.07 -0.02 0.059
C -3.4048 -0.4256 4.1778 -0.02 0.03 -0.06 -0.592
As 0.0685 -1.9554 2.3602 -0.03 0.02 0.01 1.989
C 1.4873 -2.5420 3.5804 -0.23 -0.02 -0.01 0.532
C 2.8232 -2.3484 3.2408 -0.12 0.03 -0.09 -0.178
C 3.8404 -2.7604 4.0910 0.04 -0.03 -0.01 -0.973
C 3.5287 -3.3922 5.2849 0.05 0.04 -0.04 -0.633
C 2.1998 -3.5973 5.6319 0.00 -0.02 0.05 -0.847
C 1.1852 -3.1634 4.7930 0.03 -0.01 -0.03 -0.345
C -0.8667 -3.6466 1.9979 0.18 0.10 -0.01 0.081
C -1.8553 -3.6172 1.0156 0.18 0.07 0.02 -0.060
C -2.5553 -4.7642 0.6726 0.00 -0.03 -0.05 -1.161
C -2.2521 -5.9686 1.2910 -0.02 -0.02 -0.01 -0.807
C -1.2313 -6.0198 2.2285 0.02 0.02 0.01 -0.885
C -0.5399 -4.8667 2.5798 -0.05 -0.01 0.01 -0.775
H -3.6675 0.4880 6.1018 0.00 0.00 0.00 0.416
H -1.2614 0.3574 6.6758 -0.03 0.02 0.00 0.452
H 0.3346 -0.6314 5.0955 -0.02 -0.05 0.06 0.450
H -2.8599 -1.3886 2.3439 0.10 -0.04 0.20 -0.069
H -4.4511 -0.3488 3.9096 -0.02 -0.02 0.03 0.486
H 3.0794 -1.8675 2.3018 0.04 -0.05 -0.02 -0.255
H 4.8744 -2.5948 3.8163 0.00 -0.01 0.00 0.469
H 4.3213 -3.7186 5.9449 -0.02 -0.02 0.01 0.421
H 1.9574 -4.0977 6.5604 -0.02 0.03 0.01 0.448
H 0.1505 -3.3066 5.0797 0.00 -0.02 0.03 0.636
H -2.0739 -2.6794 0.5099 0.14 -0.19 0.09 0.460
H -3.3299 -4.7218 -0.0838 -0.01 -0.01 -0.01 0.587
H -2.8053 -6.8635 1.0387 0.03 -0.01 -0.03 0.425
H -0.9663 -6.9607 2.6930 -0.03 0.00 0.01 0.448
H 0.2537 -4.9344 3.3092 0.02 0.01 0.03 0.487
```
Forces are in eV/Å.

Its total charge is +2. Its energy above the lowest of the compared OMol25 structures with the same formula, charge and spin is 27.97 kJ/mol. The frontier orbital gap (spin up / spin down) comes out at 7.1 / 7.2 eV. The LUMO energy (spin up / spin down) is -5.3070 / -5.1479 eV. Its spin multiplicity is 2.